Record 1
72
Properties=species:S:1:pos:R:3:forces:R:3:mulliken_charge:R:1 method="wB97M-V/def2-TZVPD" lumo_energy_ev=0.205 e_above_lowest_ev=0.0000 total_charge=0 orbital_gap_ha=0.324 homo_ev=-8.62 e_tot_ev=-75477.270 spin_multiplicity=1
C -2.087115 -2.560211 1.373327 1.5486 -0.6538 -2.1253 -0.23
C -1.147894 -2.679662 2.533006 1.0760 -2.5836 1.2170 0.56
O -0.834450 -3.717983 3.151687 -0.8173 4.4204 -2.0541 -0.55
N -0.502178 -1.305522 2.818343 1.4759 -2.9377 -1.4385 0.77
H -0.159361 -0.728580 1.985439 -0.1811 -0.2776 -2.4038 -0.09
H -1.159222 -0.743876 3.183738 -3.6252 2.5229 1.5835 0.43
C 0.634338 -1.240072 3.646895 3.0381 -2.7676 1.3297 -1.07
H -1.383786 -2.278391 0.469783 -1.1211 -0.4160 1.6013 -0.10
H -2.740679 -1.697258 1.432215 -0.2592 -0.0310 0.2353 -0.03
H -2.575112 -3.529116 1.059447 0.4076 1.1957 0.8110 0.35
H 1.306165 -2.093681 3.272952 -0.4287 1.6885 0.8149 0.35
H 0.453008 -1.420920 4.683609 -0.6794 -0.7072 0.7154 0.48
H 1.121170 -0.278915 3.725422 0.0670 0.3177 -1.1284 0.32
O 0.209310 -0.005267 0.733676 -1.2080 -0.1401 2.6203 -0.86
H 0.547182 0.095285 -0.116631 0.9559 0.0915 -1.8683 -0.16
F 6.486741 -0.302629 3.882004 0.8874 -0.1864 0.7799 -0.28
C 5.666664 -1.128065 3.262212 -3.5270 0.2446 -2.5593 0.17
C 4.381340 -0.638040 2.942464 0.6770 0.0382 0.1496 -0.35
C 3.516678 -1.288045 2.017790 -0.1186 1.1795 0.2120 -0.20
C 3.876021 -2.485754 1.443739 4.0739 0.2187 2.3243 -0.43
C 5.233998 -3.058803 1.837531 -5.6428 5.1681 0.0748 -0.79
C 6.032076 -2.332650 2.649471 2.1965 -0.0605 1.6802 -0.25
H 4.099321 0.351346 3.315032 0.1193 -0.3340 -0.0415 0.37
H 2.588480 -0.704926 1.696284 1.2366 -1.0992 0.3944 0.37
H 3.281347 -2.829331 0.671412 -0.9339 -1.3008 -1.3034 0.57
H 5.531629 -3.928326 1.490384 1.3878 -4.0400 -1.7908 0.56
H 7.023667 -2.745100 2.883826 -0.3162 0.2446 -0.1032 0.31
C -3.319616 1.704324 0.830800 1.8424 1.3886 -1.5486 -0.36
C -4.709964 1.791913 1.459723 -1.7314 -2.2696 -5.7581 -0.68
C -4.589700 1.318660 2.816023 -1.4524 -1.7049 1.2202 -0.49
S -2.947901 1.729178 3.290823 -0.5368 2.6072 2.8490 0.99
O -2.237565 0.508150 3.535599 0.1471 -0.6198 0.9767 -0.77
O -2.998265 2.852599 4.238611 0.1071 -1.8861 -0.2370 -0.75
C -2.349355 2.385175 1.853037 -0.3727 -0.6483 -1.6089 -0.58
H -3.162062 2.148927 -0.161041 -0.6565 0.7241 0.2937 0.40
H -2.995298 0.712112 0.482478 -0.1683 -0.2841 1.2493 0.05
H -5.344676 1.013773 0.715754 1.2260 1.8910 2.2600 0.25
H -5.294560 2.693057 1.364433 0.5487 0.7185 -0.1471 0.33
H -4.791516 0.215733 2.762731 0.5147 0.9772 0.9600 0.32
H -5.294327 1.882744 3.421391 0.1271 -0.5157 0.6183 0.35
H -1.311429 2.151913 1.924172 0.9218 -0.8183 -0.8542 0.29
H -2.357317 3.452583 1.916053 -0.7584 0.6962 -0.2113 0.43
C -0.125369 2.552446 -2.908526 2.1649 0.9172 -0.0696 -0.88
C -0.292343 3.528017 -1.771205 -5.9316 -4.0576 2.3525 0.10
C 0.897059 4.223660 -1.477454 3.3261 -6.4916 4.5808 -1.12
S 2.213999 3.343666 -2.330411 1.5162 0.3214 0.9054 1.25
O 3.327594 3.058826 -1.448420 -0.7647 -0.1849 -0.2916 -0.70
O 2.471758 4.092299 -3.511901 0.2531 0.6577 -1.5073 -0.70
C 1.265858 1.932028 -2.738528 0.1618 -0.0377 -0.8306 -0.61
H -0.202615 3.109203 -3.823679 0.5657 0.2288 -0.8099 0.37
H -0.797203 1.796881 -3.029526 -2.3909 -1.9172 0.4164 0.52
H -0.455030 2.803121 -0.809549 -0.3444 1.6200 -2.0884 -0.33
H -1.266193 4.128503 -1.942089 1.7241 -0.6551 0.5396 0.42
H 1.200148 4.027245 -0.416404 -0.3011 1.4498 -0.8003 0.37
H 0.886996 5.059910 -1.889196 0.5923 8.0221 -2.6813 0.63
H 1.513906 1.216891 -1.976969 -0.8677 -0.2790 1.0154 0.26
H 1.612777 1.418370 -3.623901 0.3595 0.5584 -0.4897 0.37
C -0.179067 -1.989876 -5.111008 -0.0637 -2.0801 -4.4170 -0.85
C 0.164251 -0.719886 -4.279968 1.3485 1.0287 -4.8328 -0.23
C 0.058617 -1.306202 -3.003698 3.8172 -0.3835 7.6362 0.77
S -1.377562 -2.248138 -2.803312 -3.1459 1.1339 0.2591 1.31
O -2.571507 -1.427768 -2.523625 1.5759 -0.4093 -0.7150 -0.72
O -1.175478 -3.319178 -1.882039 0.6181 -0.8998 0.2972 -0.70
C -1.379839 -2.741213 -4.530886 3.6440 -1.9430 2.7607 -0.89
H 0.602884 -2.847541 -5.251992 -0.4704 2.2546 0.7879 0.29
H -0.478461 -1.835365 -6.242941 0.7282 0.2987 2.1293 0.37
H -0.554194 0.210018 -4.519533 1.5074 -2.2727 0.6614 0.17
H 1.263779 -0.439569 -4.577602 -2.1679 -0.2485 0.7127 0.21
H 0.168662 -0.594226 -2.130543 -0.8265 -0.4979 -0.7786 -0.77
H 0.967455 -2.077304 -2.537732 -2.2845 1.8087 -2.2209 0.25
H -2.203394 -2.386494 -4.948839 -4.0133 0.9300 -1.6456 0.49
H -1.253272 -3.854672 -4.454166 -0.3776 1.0766 -0.6648 0.36

---

Record 2
72
Properties=species:S:1:pos:R:3:forces:R:3:mulliken_charge:R:1 method="wB97M-V/def2-TZVPD" lumo_energy_ev=0.751 total_charge=-1 orbital_gap_ha=0.171 homo_ev=-3.90 e_tot_ev=-80202.696 spin_multiplicity=1
C -6.395527 1.733248 -6.044850 0.2434 0.0498 0.2309 -1.10
C -5.671543 2.593284 -4.988686 -0.1095 -0.4014 0.0104 -0.35
C -5.394803 1.825439 -3.691428 -0.1924 0.3728 0.0901 -0.86
C -4.336603 2.503182 -2.829077 -0.0787 -0.0465 -0.3745 -1.06
N -2.977781 2.187445 -3.315697 -0.0576 0.3230 0.7356 0.25
C -2.583338 0.825261 -2.864559 -0.1006 0.1559 0.0901 -0.99
C -1.085245 0.575720 -2.754131 0.0568 -0.3040 -0.4156 0.29
C -0.707108 -0.907471 -2.941049 -0.2401 -0.1363 0.4486 -0.81
C 0.283001 -1.352934 -1.855214 -0.0924 0.4126 -0.1197 -0.77
B 1.557530 -0.462071 -1.754947 0.2329 0.2636 0.4198 0.07
S 2.014024 0.202280 -0.113929 -0.3062 -0.6960 -0.0307 -0.13
C 3.817956 -0.012712 -0.067194 0.6191 0.5190 -0.7006 -0.55
C 4.353686 0.206558 1.325974 0.5748 0.4956 0.0648 0.50
O 4.788927 1.270905 1.700811 -0.4963 -0.4651 0.0703 -0.61
O 4.371049 -0.925741 2.041304 -0.6826 0.0396 -0.0412 -0.27
C 4.428394 -0.829652 3.467282 0.6046 -0.3613 0.4935 -0.85
C 3.084653 -0.970725 4.157132 -0.0107 0.2203 0.5215 0.68
C 1.912078 -0.391672 3.390315 0.1823 0.0970 -0.0011 -1.52
O 2.927686 -2.369302 4.474128 -0.1356 0.0274 -0.6217 -0.32
C 1.708181 -2.714921 4.971917 -0.3648 0.0373 0.9718 0.56
O 1.400970 -2.469640 6.110847 0.1835 0.0362 -0.6467 -0.59
C 0.738354 -3.402107 4.037465 0.4485 -0.1060 -0.2087 -0.76
S 1.383596 -4.008052 2.452456 -0.2527 0.0912 -0.4431 -0.23
C -2.071746 3.190498 -2.858317 0.1615 0.0665 -0.3300 -0.07
S -1.032753 3.902489 -3.868716 0.1869 -0.0885 0.0086 -0.16
S -2.157051 3.665115 -1.131685 -0.2446 -0.6007 0.1423 -0.21
C -0.433474 3.459400 -0.587403 0.4557 0.7623 -0.3433 -0.39
C 0.317850 4.797381 -0.426495 -0.1744 -0.7789 0.2375 -0.31
C 1.452202 4.657753 0.592623 -0.2052 0.2797 -0.2637 -1.11
H -7.425162 2.059687 -6.175705 -0.0404 -0.0673 -0.1317 0.29
H -5.881339 1.763073 -7.003869 -0.1118 0.0918 -0.0896 0.30
H -6.410197 0.687484 -5.733954 -0.0799 -0.0225 -0.0270 0.34
H -4.730579 2.980557 -5.380132 0.0145 0.0056 -0.0217 0.30
H -6.309692 3.439479 -4.728669 0.1830 0.1945 -0.0730 0.31
H -5.112936 0.793177 -3.899967 0.0469 -0.0181 -0.0080 0.38
H -6.322544 1.795719 -3.113482 -0.0114 -0.1954 0.0171 0.34
H -4.461870 2.235617 -1.774164 0.1047 -0.0936 0.0441 0.48
H -4.466630 3.586235 -2.902799 -0.0589 0.0191 -0.0013 0.61
H -3.039986 0.104963 -3.542798 0.0341 0.0646 -0.1217 0.37
H -3.025308 0.660283 -1.872146 -0.0186 -0.1182 0.0148 0.31
H -0.766117 0.891381 -1.759644 0.0959 0.1345 -0.0318 -0.14
H -0.539091 1.161102 -3.494402 -0.0289 0.1235 0.0652 0.35
H -0.294038 -1.086592 -3.934040 -0.0165 0.0816 -0.0459 0.32
H -1.609751 -1.518679 -2.855394 0.0255 -0.0660 -0.0792 0.38
H -0.218967 -1.397002 -0.885529 -0.0630 -0.0671 0.0027 0.34
H 0.651383 -2.368239 -2.054007 0.0139 -0.0235 0.0026 0.41
H 2.223750 -0.139182 -2.692434 0.1871 -0.3263 0.0087 -0.13
H 4.110121 -0.992491 -0.436601 -0.2332 -0.1269 0.1946 0.41
H 4.293351 0.733055 -0.704010 -0.0433 0.0409 0.0392 0.36
H 4.927474 0.077928 3.799431 -0.0947 0.2137 -0.3621 0.41
H 5.043443 -1.668051 3.792842 0.0134 0.0057 -0.0518 0.35
H 3.168554 -0.437493 5.110162 0.0573 -0.0452 0.0366 0.22
H 2.180457 0.616585 3.065616 -0.0276 -0.0280 -0.1055 0.49
H 1.037304 -0.282641 4.031632 -0.0235 -0.1600 -0.0011 0.49
H 1.683517 -1.009326 2.523934 -0.0833 0.0618 -0.0393 0.24
H 0.278628 -4.221881 4.584637 -0.0424 0.0004 0.0242 0.52
H -0.014713 -2.651382 3.793598 -0.1207 -0.0566 0.1352 0.39
H 2.689634 -3.865965 2.678977 0.0436 -0.0054 0.2183 0.15
H -0.456888 2.909327 0.352050 -0.1757 -0.0389 0.0250 0.54
H 0.090623 2.864684 -1.332239 -0.1089 -0.2271 0.0704 -0.02
H -0.400950 5.552688 -0.112307 0.0926 0.1587 -0.0327 0.38
H 0.708664 5.040922 -1.413470 -0.0832 0.3990 0.0428 0.25
H 1.772035 5.643964 0.929424 0.1723 -0.0365 -0.0209 0.37
H 1.113854 4.104718 1.469001 0.0610 -0.0374 0.0447 0.29
H 2.301694 4.140159 0.149540 0.0720 -0.0728 0.1431 0.25
C 2.754134 -6.389028 4.955833 -0.0791 0.0984 0.0064 -0.40
C 2.154093 -7.819598 5.017519 -0.0130 0.0060 0.0030 0.43
O 1.066131 -7.982132 4.419595 -0.0322 0.0211 0.0077 -0.72
O 2.826622 -8.651484 5.663976 0.0276 -0.0147 -0.0032 -0.74
H 2.111676 -5.731243 4.369354 0.0581 -0.0885 0.0514 -0.11
H 2.860651 -5.991889 5.968754 0.0593 -0.0287 0.0011 0.26
H 3.745803 -6.417449 4.497011 0.0219 -0.0215 0.0535 0.28

---

Record 3
67
Properties=species:S:1:pos:R:3:forces:R:3:mulliken_charge:R:1 method="wB97M-V/def2-TZVPD" lumo_energy_ev="-7.024 / -6.868" total_charge=+2 orbital_gap_ha="0.221 / 0.227" homo_ev="-13.03 / -13.04" e_tot_ev=-78742.220 spin_multiplicity=6
C 1.380657 -5.194082 -7.037483 0.0626 -0.0090 0.1004 -0.89
C 1.747815 -4.833891 -5.619658 2.1907 -1.7320 1.0181 0.44
H 2.021149 -6.021544 -7.365967 -0.0941 0.2228 0.2442 0.31
H 1.534011 -4.339199 -7.698497 -0.1160 0.0339 0.1298 0.31
H 0.336463 -5.507372 -7.091538 0.0195 0.1658 0.0628 0.31
O 2.587750 -5.342165 -4.931440 -1.8011 1.1328 -1.3934 -0.38
I 0.611593 -3.181505 -4.700199 -0.3154 0.3109 -0.0291 -0.07
Dy -0.064142 -0.383127 -0.643495 -1.5128 1.6227 -0.2933 -0.21
P -1.138944 -2.653550 0.206578 -1.2309 -1.2079 0.7709 1.00
C -0.911815 -3.429441 1.845490 0.1973 -0.1104 0.2272 -1.21
C -2.791626 -1.855842 0.321040 -0.0764 -0.0822 0.1281 -1.31
H -3.570478 -2.585677 0.558402 0.1226 -0.0980 -0.0645 0.63
H -2.244168 -4.594015 -0.759515 0.2106 0.0945 -0.0664 0.42
H -3.072902 -1.389589 -0.633596 0.0551 -0.1226 0.2173 0.34
H -1.573463 -3.502353 -2.017387 0.0190 -0.1939 0.2676 0.31
H -0.847744 -2.640778 2.623290 -0.0558 -0.3860 -0.4442 0.33
H -2.798841 -1.096990 1.111806 0.1092 -0.1719 -0.2307 0.29
C -1.390816 -3.961963 -1.033616 0.2380 -0.0762 -0.0329 -1.18
H -1.752592 -4.106563 2.094153 0.4502 0.3309 -0.2076 0.44
H -0.474209 -4.563523 -1.106402 -0.3082 0.0591 -0.0450 0.37
H 0.039462 -3.996841 1.851193 -0.5163 0.2110 0.0412 0.40
P 2.230558 0.657245 -1.497955 1.2227 1.0519 -0.1894 0.92
C 3.715417 1.061156 -0.507539 0.2898 -0.0637 0.1121 -1.18
C 2.793731 0.127228 -3.147751 0.0646 -0.1644 -0.0375 -0.98
H 0.533277 2.178038 -2.446543 0.3184 -0.0016 0.1088 0.38
H 2.103697 2.961070 -2.285610 -0.0072 -0.0798 -0.0225 0.64
H 1.088652 2.757264 -0.853139 0.1233 -0.2964 -0.1140 0.09
C 1.407561 2.279479 -1.788173 0.1447 0.1947 -0.1178 -1.09
H 1.925317 -0.091143 -3.789671 0.2968 0.0941 0.1625 0.31
H 3.408691 0.905990 -3.617894 -0.1361 -0.2015 0.1095 0.42
H 4.357483 1.788048 -1.039265 -0.3031 -0.3755 0.1886 0.47
H 4.287685 0.131006 -0.325638 -0.2114 0.4713 -0.1194 0.39
H 3.376753 -0.800575 -3.046906 -0.1432 0.2976 -0.0868 0.37
H 3.437607 1.492018 0.473756 0.0776 -0.1949 -0.5758 0.24
C 1.514360 -1.339178 0.934915 4.1268 -1.4148 4.9591 0.41
O 2.220187 -1.586036 1.829450 -3.1532 0.7614 -4.1516 -0.22
C -1.599780 3.034080 5.153835 -0.1801 0.1829 0.3593 -1.82
C -0.723207 2.415892 4.118124 0.0630 0.0343 -0.2508 0.22
C 0.630403 2.216849 4.373415 0.1173 -0.0837 0.0847 -0.65
C 1.504180 1.680624 3.423222 -0.4897 0.1087 0.2001 0.23
C 2.951111 1.527916 3.785847 0.1887 -0.0007 0.0489 -1.80
C 0.979194 1.342195 2.175787 -0.3971 0.0447 -0.4049 1.10
C -0.404259 1.504754 1.906717 -0.0158 0.1864 -0.0762 1.00
C -1.244606 2.063238 2.878271 0.4124 -0.2780 -0.3461 -0.55
N -0.899816 1.089365 0.645506 1.2780 -1.4846 -0.8480 0.44
C -2.021766 1.732113 -0.056894 0.1923 0.0925 0.8842 1.44
C -3.376262 1.406189 0.581358 -0.4839 -0.0685 -0.0860 -1.67
C -1.791957 3.238015 -0.011669 -0.1831 0.2463 -0.5136 -1.43
C -2.087187 1.270318 -1.535512 0.0848 0.3152 -0.1155 -1.81
H -1.593784 2.433370 6.069079 -0.0369 0.1067 -0.0913 0.39
H -1.229053 4.030825 5.416287 -0.0971 -0.1306 -0.0002 0.36
H -2.632630 3.129923 4.809753 0.1432 -0.0120 0.0627 0.34
H 1.018209 2.510973 5.350927 -0.0213 -0.0920 -0.2528 0.47
H 3.392700 2.499685 4.032152 -0.0557 -0.1446 -0.0790 0.40
H 3.059862 0.898396 4.674880 -0.0217 0.0621 -0.1305 0.42
H 3.538813 1.077953 2.986071 0.0151 -0.0027 -0.0438 0.28
H 1.655530 1.000630 1.360521 -0.5278 0.3973 0.6169 -0.94
H -2.288952 2.234852 2.618465 0.4962 0.0649 0.5735 0.27
H -4.031098 2.270826 0.405763 -0.0957 -0.3922 0.2353 0.43
H -3.835022 0.525876 0.114950 -0.0226 0.3262 0.1608 0.46
H -3.286665 1.209041 1.654988 -0.2525 0.0493 -0.4809 0.23
H -0.856503 3.505628 -0.531446 -0.4320 0.0384 0.2526 0.21
H -2.647023 3.720673 -0.502713 0.3514 0.2045 0.1090 0.52
H -1.736778 3.563972 1.033957 -0.0253 0.0887 -0.4655 0.43
H -1.356219 1.796871 -2.167518 -0.1482 -0.2863 0.1096 0.27
H -2.039732 0.163792 -1.728493 -0.4022 0.5447 0.0167 0.40
H -3.075840 1.563566 -1.900826 0.1882 -0.1909 -0.1556 0.48